# C56H151N7O30

A 16-piece molecular cluster, C56H151N7O30 overall (ωB97M-V with the def2-TZVPD basis set, the Open Molecules 2025 dataset).

Each atom is followed by the atoms it is bonded to, with distances in Å.
Positions of all 244 atoms, in Å:
1 C 1.037 -6.369 3.388  C2 1.564, H7 1.083, H8 1.102, H9 1.111
2 C 1.386 -5.655 2.040  C1 1.564, C3 1.497, N6 1.466, H10 1.100
3 C 0.695 -6.322 0.891  C2 1.497, O4 1.442, H11 1.098, H12 1.130
4 O 1.109 -7.697 0.771  C3 1.442, C5 1.341
5 C 0.816 -8.341 -0.369  O4 1.341, H13 1.107, H14 1.108, H15 1.115
6 N 0.780 -4.322 1.969  C2 1.466, H16 1.021, H17 1.024
7 H 1.511 -7.333 3.523  C1 1.083
8 H -0.048 -6.518 3.515  C1 1.102
9 H 1.414 -5.726 4.212  C1 1.111
10 H 2.475 -5.724 1.898  C2 1.100
11 H 0.913 -5.817 -0.060  C3 1.098
12 H -0.412 -6.311 1.119  C3 1.130
13 H -0.236 -8.579 -0.619  C5 1.107
14 H 1.286 -9.341 -0.304  C5 1.108
15 H 1.193 -7.817 -1.278  C5 1.115
16 H 0.946 -3.780 1.120  N6 1.021
17 H 0.949 -3.793 2.829  N6 1.024
18 C -5.938 -0.857 -3.900  C19 1.527, H24 1.089, H25 1.144, H26 1.091
19 C -5.808 -1.677 -2.618  C18 1.527, C20 1.521, N23 1.443, H27 1.087
20 C -5.891 -3.188 -2.765  C19 1.521, O21 1.433, H28 1.101, H29 1.099
21 O -7.268 -3.476 -3.040  C20 1.433, C22 1.438
22 C -7.662 -4.802 -3.433  O21 1.438, H30 1.099, H31 1.118, H32 1.073
23 N -4.574 -1.395 -1.926  C19 1.443, H33 1.026, H34 1.013
24 H -6.922 -0.805 -4.363  C18 1.089
25 H -5.253 -1.413 -4.628  C18 1.144
26 H -5.530 0.146 -3.761  C18 1.091
27 H -6.595 -1.365 -1.937  C19 1.087
28 H -5.548 -3.718 -1.862  C20 1.101
29 H -5.312 -3.525 -3.637  C20 1.099
30 H -8.018 -5.422 -2.599  C22 1.099
31 H -6.811 -5.328 -3.932  C22 1.118
32 H -8.433 -4.808 -4.179  C22 1.073
33 H -4.490 -0.372 -1.914  N23 1.026
34 H -3.828 -1.707 -2.535  N23 1.013
35 C -2.640 -3.686 3.881  C36 1.546, O38 1.392, H39 1.069, H40 1.082
36 C -3.397 -4.064 5.174  C35 1.546, O37 1.431, H41 1.099, H42 1.119
37 O -2.813 -3.621 6.403  C36 1.431, H43 0.961
38 O -1.480 -4.448 3.766  C35 1.392, H44 0.913
39 H -2.516 -2.624 3.894  C35 1.069
40 H -3.342 -3.881 3.081  C35 1.082
41 H -3.467 -5.159 5.229  C36 1.099
42 H -4.446 -3.676 5.216  C36 1.119
43 H -2.046 -4.149 6.641  O37 0.961
44 H -1.135 -4.487 2.921  O38 0.913
45 C -1.055 -2.708 -1.300  C46 1.544, O48 1.496, H49 1.162, H50 1.103
46 C -2.102 -3.325 -0.348  C45 1.544, O47 1.422, H51 1.088, H52 1.085
47 O -2.952 -2.363 0.263  C46 1.422, H53 0.970
48 O -1.794 -2.137 -2.468  C45 1.496, H54 0.972
49 H -0.335 -3.556 -1.636  C45 1.162
50 H -0.526 -1.884 -0.792  C45 1.103
51 H -1.663 -3.833 0.508  C46 1.088
52 H -2.660 -4.069 -0.907  C46 1.085
53 H -3.543 -1.878 -0.335  O47 0.970
54 H -1.184 -1.436 -2.753  O48 0.972
55 C -7.627 -2.144 1.109  C56 1.501, O58 1.383, H59 1.115, H60 1.141
56 C -8.002 -3.281 0.202  C55 1.501, O57 1.362, H61 1.084, H62 1.088
57 O -8.949 -2.955 -0.720  C56 1.362, H63 0.983
58 O -6.654 -1.365 0.511  C55 1.383, H64 0.946
59 H -7.301 -2.523 2.105  C55 1.115
60 H -8.544 -1.479 1.248  C55 1.141
61 H -8.382 -4.068 0.842  C56 1.084
62 H -7.087 -3.633 -0.272  C56 1.088
63 H -8.419 -2.863 -1.542  O57 0.983
64 H -5.800 -1.727 0.323  O58 0.946
65 C -0.077 -2.187 6.864  C66 1.490, O68 1.431, H69 1.139, H70 1.118
66 C 0.806 -3.332 6.501  C65 1.490, O67 1.419, H71 1.122, H72 1.124
67 O 0.050 -4.525 6.373  C66 1.419, H73 1.017
68 O -0.907 -1.686 5.812  C65 1.431, H74 1.019
69 H 0.609 -1.325 7.154  C65 1.139
70 H -0.747 -2.494 7.706  C65 1.118
71 H 1.604 -3.641 7.227  C66 1.122
72 H 1.347 -3.092 5.545  C66 1.124
73 H -0.249 -4.618 5.405  O67 1.017
74 H -1.826 -2.118 5.893  O68 1.019
75 C -2.140 2.232 0.293  C76 1.492, O78 1.388, H79 1.160, H80 1.108
76 C -2.719 1.119 -0.515  C75 1.492, O77 1.391, H81 1.099, H82 1.085
77 O -2.734 1.527 -1.845  C76 1.391, H83 0.961
78 O -2.131 1.967 1.655  C75 1.388, H84 0.981
79 H -2.777 3.181 0.094  C75 1.160
80 H -1.093 2.324 -0.060  C75 1.108
81 H -3.708 0.788 -0.169  C76 1.099
82 H -2.098 0.234 -0.420  C76 1.085
83 H -2.232 0.868 -2.333  O77 0.961
84 H -2.967 2.313 2.033  O78 0.981
85 C -0.438 2.075 5.055  C86 1.497, O88 1.448, H89 1.058, H90 1.075
86 C 0.621 2.711 5.901  C85 1.497, O87 1.479, H91 1.076, H92 1.064
87 O 1.941 2.881 5.254  C86 1.479, H93 0.927
88 O -0.722 3.049 4.022  C85 1.448, H94 0.988
89 H -1.260 1.963 5.714  C85 1.058
90 H -0.152 1.167 4.556  C85 1.075
91 H 0.785 2.152 6.805  C86 1.076
92 H 0.301 3.683 6.192  C86 1.064
93 H 1.822 3.601 4.681  O87 0.927
94 H -1.319 2.600 3.376  O88 0.988
95 C 0.623 -0.751 1.241  C96 1.472, O98 1.454, H99 1.104, H100 1.144
96 C -0.212 -1.246 2.348  C95 1.472, O97 1.424, H101 1.119, H102 1.103
97 O 0.629 -1.569 3.451  C96 1.424, H103 0.981
98 O 1.420 -1.846 0.713  C95 1.454, H104 0.967
99 H 1.273 0.059 1.618  C95 1.104
100 H 0.028 -0.309 0.370  C95 1.144
101 H -0.787 -2.188 2.166  C96 1.119
102 H -0.954 -0.459 2.567  C96 1.103
103 H 0.161 -1.570 4.313  O97 0.981
104 H 2.292 -1.521 0.453  O98 0.967
105 C 1.002 4.310 1.382  C106 1.515, O108 1.420, H109 1.089, H110 1.115
106 C 1.711 2.996 1.124  C105 1.515, O107 1.431, H111 1.076, H112 1.080
107 O 2.621 3.128 0.028  C106 1.431, H113 0.961
108 O 1.974 5.164 1.968  C105 1.420, H114 1.016
109 H 0.247 4.112 2.142  C105 1.089
110 H 0.574 4.626 0.402  C105 1.115
111 H 1.111 2.152 0.833  C106 1.076
112 H 2.212 2.690 2.031  C106 1.080
113 H 3.333 3.579 0.490  O107 0.961
114 H 2.184 5.912 1.312  O108 1.016
115 C 1.579 -5.051 -5.506  C116 1.554, O118 1.426, H119 1.085, H120 1.117
116 C 2.305 -6.040 -4.552  C115 1.554, O117 1.419, H121 1.080, H122 1.078
117 O 3.518 -6.617 -5.011  C116 1.419, H123 0.972
118 O 0.635 -4.299 -4.747  C115 1.426, H124 0.975
119 H 1.044 -5.596 -6.276  C115 1.085
120 H 2.317 -4.438 -6.078  C115 1.117
121 H 1.678 -6.893 -4.335  C116 1.080
122 H 2.473 -5.618 -3.575  C116 1.078
123 H 4.117 -5.878 -5.213  O117 0.972
124 H 1.110 -3.527 -4.389  O118 0.975
125 C 4.987 -4.937 -2.586  O126 1.425, H134 1.088, H135 1.084, H136 1.058
126 O 4.261 -3.869 -3.188  C125 1.425, C127 1.444
127 C 3.349 -3.149 -2.331  O126 1.444, C128 1.498, H137 1.079, H138 1.112
128 C 2.921 -1.839 -2.918  C127 1.498, N129 1.457, H139 1.061, H140 1.148
129 N 2.348 -2.040 -4.243  C128 1.457, C130 1.455, H141 1.000
130 C 1.882 -0.804 -4.854  N129 1.455, C131 1.507, H142 1.068, H143 1.105
131 C 0.450 -0.449 -4.552  C130 1.507, O132 1.394, H144 1.059, H145 1.103
132 O 0.160 -0.252 -3.203  C131 1.394, C133 1.411
133 C 0.440 1.048 -2.730  O132 1.411, H146 1.120, H147 1.102, H148 1.099
134 H 5.486 -4.672 -1.656  C125 1.088
135 H 5.688 -5.336 -3.312  C125 1.084
136 H 4.324 -5.702 -2.281  C125 1.058
137 H 3.889 -2.976 -1.413  C127 1.079
138 H 2.496 -3.829 -2.113  C127 1.112
139 H 3.648 -1.070 -2.842  C128 1.061
140 H 2.053 -1.514 -2.240  C128 1.148
141 H 3.088 -2.367 -4.830  N129 1.000
142 H 1.980 -0.978 -5.904  C130 1.068
143 H 2.633 -0.006 -4.714  C130 1.105
144 H -0.142 -1.233 -4.950  C131 1.059
145 H 0.195 0.451 -5.136  C131 1.103
146 H 1.530 1.219 -2.538  C133 1.120
147 H -0.108 1.195 -1.786  C133 1.102
148 H 0.100 1.790 -3.465  C133 1.099
149 C -0.239 6.998 -6.934  O150 1.388, H158 1.107, H159 1.072, H160 1.133
150 O 0.612 6.642 -5.897  C149 1.388, C151 1.416
151 C 1.948 6.539 -6.357  O150 1.416, C152 1.510, H161 1.110, H162 1.078
152 C 2.799 5.964 -5.250  C151 1.510, N153 1.490, H163 1.043, H164 1.125
153 N 2.218 4.735 -4.640  C152 1.490, C154 1.485, H165 1.014
154 C 2.999 4.127 -3.533  N153 1.485, C155 1.501, H166 1.075, H167 1.094
155 C 3.893 3.002 -3.968  C154 1.501, O156 1.467, H168 1.110, H169 1.083
156 O 4.956 3.497 -4.850  C155 1.467, C157 1.445
157 C 5.641 2.305 -5.292  O156 1.445, H170 1.136, H171 1.113, H172 1.098
158 H 0.179 7.846 -7.508  C149 1.107
159 H -1.214 7.232 -6.557  C149 1.072
160 H -0.300 6.143 -7.676  C149 1.133
161 H 2.307 7.562 -6.593  C151 1.110
162 H 2.024 5.955 -7.260  C151 1.078
163 H 2.943 6.700 -4.526  C152 1.043
164 H 3.793 5.671 -5.690  C152 1.125
165 H 1.278 4.984 -4.352  N153 1.014
166 H 2.281 3.708 -2.851  C154 1.075
167 H 3.619 4.851 -2.997  C154 1.094
168 H 3.254 2.363 -4.613  C155 1.110
169 H 4.295 2.464 -3.118  C155 1.083
170 H 4.953 1.487 -5.676  C157 1.136
171 H 6.244 1.878 -4.459  C157 1.113
172 H 6.304 2.687 -6.080  C157 1.098
173 C -3.895 0.163 5.447  O174 1.416, H182 1.121, H183 1.096, H184 1.095
174 O -4.731 1.011 4.681  C173 1.416, C175 1.421
175 C -4.673 0.653 3.308  O174 1.421, C176 1.509, H185 1.086, H186 1.060
176 C -5.430 1.693 2.521  C175 1.509, N177 1.454, H187 1.110, H188 1.086
177 N -4.803 2.992 2.705  C176 1.454, C178 1.491, H189 1.009
178 C -5.443 4.205 2.121  N177 1.491, C179 1.502, H190 1.079, H191 1.106
179 C -4.920 5.462 2.756  C178 1.502, O180 1.428, H192 1.098, H193 1.111
180 O -5.037 5.503 4.178  C179 1.428, C181 1.405
181 C -4.382 6.532 4.876  O180 1.405, H194 1.091, H195 1.112, H196 1.052
182 H -4.072 0.364 6.536  C173 1.121
183 H -2.833 0.277 5.199  C173 1.096
184 H -4.045 -0.894 5.204  C173 1.095
185 H -5.123 -0.309 3.077  C175 1.086
186 H -3.654 0.700 3.020  C175 1.060
187 H -6.489 1.665 2.855  C176 1.110
188 H -5.496 1.310 1.508  C176 1.086
189 H -4.744 3.208 3.688  N177 1.009
190 H -6.518 4.178 2.032  C178 1.079
191 H -5.100 4.337 1.078  C178 1.106
192 H -5.453 6.348 2.386  C179 1.098
193 H -3.865 5.613 2.440  C179 1.111
194 H -4.912 7.478 4.763  C181 1.091
195 H -3.340 6.763 4.563  C181 1.112
196 H -4.304 6.252 5.887  C181 1.052
197 C 5.503 4.418 1.901  O198 1.363, H206 1.077, H207 1.078, H208 1.074
198 O 4.836 4.983 0.855  C197 1.363, C199 1.400
199 C 4.765 6.377 0.964  O198 1.400, C200 1.560, H209 1.090, H210 1.059
200 C 4.066 6.959 -0.304  C199 1.560, N201 1.414, H211 1.112, H212 1.107
201 N 2.722 6.520 -0.337  C200 1.414, C202 1.436, H213 0.993
202 C 1.936 7.250 -1.292  N201 1.436, C203 1.527, H214 1.085, H215 1.107
203 C 0.536 6.664 -1.462  C202 1.527, O204 1.414, H216 1.087, H217 1.152
204 O 0.542 5.363 -2.015  C203 1.414, C205 1.444
205 C -0.749 4.731 -2.150  O204 1.444, H218 1.056, H219 1.127, H220 1.093
206 H 6.551 4.660 1.853  C197 1.077
207 H 5.260 3.367 1.909  C197 1.078
208 H 5.114 4.885 2.786  C197 1.074
209 H 5.783 6.757 1.036  C199 1.090
210 H 4.322 6.714 1.865  C199 1.059
211 H 4.696 6.609 -1.151  C200 1.112
212 H 4.205 8.057 -0.274  C200 1.107
213 H 2.710 5.548 -0.539  N201 0.993
214 H 2.495 7.357 -2.216  C202 1.085
215 H 1.745 8.275 -0.922  C202 1.107
216 H -0.011 7.342 -2.113  C203 1.087
217 H 0.025 6.634 -0.430  C203 1.152
218 H -1.154 5.062 -3.067  C205 1.056
219 H -1.464 4.835 -1.285  C205 1.127
220 H -0.546 3.661 -2.249  C205 1.093
221 C 5.888 0.189 -2.159  O222 1.451, H230 1.073, H231 1.119, H232 1.136
222 O 5.768 -0.076 -0.737  C221 1.451, C223 1.435
223 C 4.814 0.882 -0.256  O222 1.435, C224 1.497, H233 1.128, H234 1.089
224 C 4.454 0.552 1.159  C223 1.497, N225 1.452, H235 1.077, H236 1.093
225 N 4.189 -0.874 1.221  C224 1.452, C226 1.493, H237 1.040
226 C 3.994 -1.543 2.542  N225 1.493, C227 1.476, H238 1.099, H239 1.082
227 C 3.907 -3.012 2.432  C226 1.476, O228 1.472, H240 1.094, H241 1.094
228 O 5.292 -3.507 2.364  C227 1.472, C229 1.429
229 C 5.406 -4.884 1.997  O228 1.429, H242 1.132, H243 1.074, H244 1.066
230 H 6.470 -0.587 -2.619  C221 1.073
231 H 6.473 1.137 -2.270  C221 1.119
232 H 4.895 0.289 -2.701  C221 1.136
233 H 3.904 0.691 -0.894  C223 1.128
234 H 5.099 1.923 -0.407  C223 1.089
235 H 3.628 1.138 1.525  C224 1.077
236 H 5.354 0.788 1.733  C224 1.093
237 H 4.958 -1.359 0.716  N225 1.040
238 H 2.988 -1.246 2.872  C226 1.099
239 H 4.636 -1.231 3.355  C226 1.082
240 H 3.398 -3.207 1.483  C227 1.094
241 H 3.342 -3.417 3.276  C227 1.094
242 H 4.897 -5.563 2.748  C229 1.132
243 H 6.449 -5.108 1.877  C229 1.074
244 H 4.842 -5.077 1.113  C229 1.066

Properties
**Multiplicity**: 1
**E**: -132364.3856 eV

Atom charges from the Mulliken analysis, given in e for atoms 1 to 99: number 1, C, carries -1.5807; number 2, C, carries 0.9353; number 3, C, carries -0.3266; number 4, O, carries -0.3785; number 5, C, carries -0.5209; number 6, N, carries 1.9988; number 7, H, carries 0.4950; number 8, H, carries 0.2250; number 9, H, carries 0.3393; number 10, H, carries -0.2700; number 11, H, carries 0.2089; number 12, H, carries 0.1612; number 13, H, carries 0.2927; number 14, H, carries 0.2883; number 15, H, carries 0.0596; number 16, H, carries -1.2397; number 17, H, carries -0.5557; number 18, C, carries -1.6602; number 19, C, carries 0.3967; number 20, C, carries -0.7914; number 21, O, carries -0.4445; number 22, C, carries -0.7730; number 23, N, carries 0.5480; number 24, H, carries 0.3427; number 25, H, carries 0.3010; number 26, H, carries 0.4645; number 27, H, carries 0.2980; number 28, H, carries 0.2707; number 29, H, carries 0.6623; number 30, H, carries 0.2534; number 31, H, carries 0.3226; number 32, H, carries 0.2855; number 33, H, carries -0.1316; number 34, H, carries -0.2143; number 35, C, carries 0.4857; number 36, C, carries -1.0902; number 37, O, carries -0.6226; number 38, O, carries -0.0936; number 39, H, carries -0.1737; number 40, H, carries 0.4273; number 41, H, carries 0.5115; number 42, H, carries 0.2906; number 43, H, carries 0.3895; number 44, H, carries -0.2153; number 45, C, carries 1.6031; number 46, C, carries -0.9052; number 47, O, carries 0.4813; number 48, O, carries -0.6188; number 49, H, carries 0.0436; number 50, H, carries -0.6772; number 51, H, carries -0.4704; number 52, H, carries 0.4526; number 53, H, carries -0.0743; number 54, H, carries 0.2631; number 55, C, carries -0.4767; number 56, C, carries -0.2715; number 57, O, carries -0.6179; number 58, O, carries -0.2536; number 59, H, carries 0.2900; number 60, H, carries 0.3044; number 61, H, carries 0.4298; number 62, H, carries 0.0301; number 63, H, carries 0.4532; number 64, H, carries 0.1266; number 65, C, carries -0.6374; number 66, C, carries 0.5077; number 67, O, carries -0.6890; number 68, O, carries -0.3106; number 69, H, carries 0.3489; number 70, H, carries 0.3488; number 71, H, carries 0.4624; number 72, H, carries -0.5824; number 73, H, carries 0.2406; number 74, H, carries 0.0114; number 75, C, carries 1.2705; number 76, C, carries 1.0202; number 77, O, carries -0.7169; number 78, O, carries 0.1812; number 79, H, carries 0.1526; number 80, H, carries -1.5585; number 81, H, carries 0.0010; number 82, H, carries -0.4162; number 83, H, carries 0.3413; number 84, H, carries -0.3137; number 85, C, carries 0.9890; number 86, C, carries -1.1641; number 87, O, carries -0.5241; number 88, O, carries -0.3957; number 89, H, carries 0.1769; number 90, H, carries -0.3536; number 91, H, carries 0.4224; number 92, H, carries 0.4386; number 93, H, carries 0.2368; number 94, H, carries 0.1701; number 95, C, carries 1.2336; number 96, C, carries 0.2578; number 97, O, carries -0.1320; number 98, O, carries 2.3656; number 99, H, carries -0.4736